*one*
Below is a 2-piece molecular cluster, C5H11O2S overall, with properties calculated with wB97M-V/def2-TZVPD.

Each line ends with the natural charge from an NBO analysis.
Atoms and positions in Å:
O  -2.400  2.116  -0.854  -0.77
H  0.966  -1.726  -3.027  0.21
H  -0.325  0.525  0.397  0.19
H  -2.484  2.243  1.331  0.25
H  -1.181  1.684  2.741  0.16
H  1.293  -0.365  -2.029  0.24
H  2.182  -2.847  1.371  0.21
C  1.770  -2.101  0.703  -0.75
C  -1.656  1.550  1.637  -0.62
H  0.126  2.158  0.738  0.17
C  1.045  -1.365  -1.954  -0.66
C  -0.531  1.541  0.521  -0.52
H  0.599  -2.494  0.686  0.21
H  -2.001  0.426  1.618  0.18
H  0.199  -1.415  -1.316  0.22
C  -1.221  1.825  -0.900  0.77
S  2.497  -2.250  -1.073  0.08
O  -0.572  1.612  -1.926  -0.80
H  1.696  -1.115  1.334  0.23

Results
lowest unoccupied orbital energy = 3.010 eV
Kohn-Sham gap = 7.0 eV
HOMO energy = -4.0216 eV
total charge = -1

*two*
Below is a 2-piece molecular cluster, C5H11O2S overall, with properties calculated with wB97M-V/def2-TZVPD.

Each line ends with the natural charge from an NBO analysis.
Atoms and positions in Å:
S  -1.205  -1.237  1.184  0.14
H  -0.470  0.305  3.401  0.19
H  -1.254  0.958  -1.638  0.20
O  1.341  1.932  -1.780  -0.81
H  -0.221  0.870  0.454  0.25
H  1.001  0.547  2.384  0.21
C  -0.566  0.813  -2.486  -0.75
H  -0.555  1.675  -3.146  0.22
C  0.431  -2.030  1.316  -0.75
H  -1.802  1.060  1.282  0.21
H  0.284  -3.090  1.510  0.21
O  1.496  -0.320  -1.853  -0.79
C  -0.039  0.833  2.544  -0.62
C  0.878  0.762  -1.964  0.75
C  -0.849  0.539  1.283  -0.54
H  0.850  -1.673  2.257  0.20
H  1.046  -1.826  0.447  0.26
H  0.044  1.877  2.864  0.20
H  -1.019  -0.110  -2.867  0.19

Results
lowest unoccupied orbital energy = 3.170 eV
Kohn-Sham gap = 7.1 eV
HOMO energy = -3.9434 eV
total charge = -1

Q: Which of them is the most stable? A: *two*.

*one*
Below is a 2-piece molecular cluster, C2H7N3O overall, with properties calculated with wB97M-V/def2-TZVPD.

Each line ends with the natural charge from an NBO analysis.
Atoms and positions in Å:
C  1.400  -1.243  0.738  -0.86
C  -1.218  1.237  -0.028  0.74
O  -1.850  2.255  0.134  -0.58
H  2.470  -1.408  0.779  0.23
H  1.167  1.280  -2.231  0.32
N  0.208  1.008  -1.934  -0.28
N  -1.661  -0.001  0.300  -0.83
H  -1.085  -0.803  0.101  0.41
H  0.893  -1.881  1.451  0.21
N  0.045  1.308  -0.755  -0.19
H  -2.541  -0.069  0.782  0.42
H  1.061  -1.501  -0.260  0.20
H  1.111  -0.183  0.923  0.22

Results
lowest unoccupied orbital energy = 0.404 eV
Kohn-Sham gap = 9.7 eV
HOMO energy = -9.2686 eV
total charge = 0
SMILES string = [H]/N=N/C(N)=O.C

*two*
Below is C2H7N3O as an isolated structure, with properties calculated with wB97M-V/def2-TZVPD.

Each line ends with the natural charge from an NBO analysis.
Atoms and positions in Å:
H  -1.097  -1.344  0.329  0.25
H  0.605  1.706  1.621  0.37
N  1.125  1.415  0.802  -0.81
C  -0.633  -0.289  0.223  -0.01
H  -3.418  -0.846  -1.051  0.47
C  0.860  0.035  0.489  0.08
H  0.866  2.020  0.031  0.36
N  1.667  -0.377  -0.636  -0.80
H  1.147  -0.573  1.353  0.20
O  -2.604  -0.922  -0.529  -0.74
H  1.552  -1.363  -0.837  0.37
H  1.435  0.152  -1.468  0.36
N  -1.507  0.384  -0.327  -0.09

Results
lowest unoccupied orbital energy = 0.584 eV
Kohn-Sham gap = 10.3 eV
HOMO energy = -9.7197 eV
total charge = 0

Q: Which of them is the most stable? A: *one*.

*one*
Below is an isolated ion of composition C5H8N and charge +1, with properties calculated with wB97M-V/def2-TZVPD.

Each line ends with the natural charge from an NBO analysis.
Atoms and positions in Å:
C  0.429  -0.324  -0.257  0.66
C  2.880  0.027  0.087  -0.45
C  -0.994  -0.533  -0.466  -0.38
H  -1.342  1.587  -0.238  0.23
H  -1.135  -1.425  -1.201  0.31
C  -1.864  0.731  -0.445  -0.34
H  3.247  -0.862  0.343  0.25
H  -2.617  0.698  -1.178  0.25
N  1.529  -0.158  -0.019  -0.22
H  3.338  0.585  -0.867  0.28
H  3.017  0.819  0.968  0.27
H  -1.733  0.053  1.667  0.24
H  -2.822  -0.912  0.857  0.26
C  -1.933  -0.286  0.749  -0.35

Results
lowest unoccupied orbital energy = -3.641 eV
Kohn-Sham gap = 12.0 eV
HOMO energy = -15.6720 eV
total charge = +1
SMILES string = C[N+]#CC1CC1

*two*
Below is an isolated ion of composition C5H8N and charge +1, with properties calculated with wB97M-V/def2-TZVPD.

Each line ends with the natural charge from an NBO analysis.
Atoms and positions in Å:
H  0.515  -1.082  1.642  0.26
H  -3.493  -0.796  1.424  0.22
H  3.078  1.311  -1.708  0.28
H  2.288  2.672  -1.186  0.30
H  -1.206  -1.981  1.960  0.24
N  0.744  0.167  -0.126  -0.22
C  1.378  0.921  -0.745  0.63
H  -2.814  0.105  0.115  0.23
C  -0.010  -0.892  0.626  -0.36
H  0.044  -1.908  0.010  0.27
C  -1.565  -1.219  1.324  -0.10
C  -2.618  -0.532  0.946  -0.36
H  1.492  1.510  -2.601  0.31
C  2.166  1.723  -1.683  -0.69

Results
lowest unoccupied orbital energy = -3.654 eV
Kohn-Sham gap = 10.6 eV
HOMO energy = -14.2342 eV
total charge = +1
SMILES string = C=CC[N+]#CC

Q: Which of them is the most stable? A: *one*.

*one*
Below is an isolated ion of composition C5H8N and charge +1, with properties calculated with wB97M-V/def2-TZVPD.

Each line ends with the natural charge from an NBO analysis.
Atoms and positions in Å:
C  0.931  -2.202  -1.589  -0.08
H  -0.093  0.401  -2.381  0.30
C  -0.251  0.872  -0.325  0.31
C  -0.813  0.486  2.013  -0.45
H  -1.638  1.161  1.931  0.24
C  0.412  0.364  -1.493  -0.56
H  0.303  -0.680  0.554  0.45
N  -0.252  0.177  0.752  -0.40
C  0.890  -1.015  -1.471  -0.12
H  1.140  -3.226  -1.500  0.26
H  1.275  1.138  -1.569  0.30
H  -0.735  1.855  -0.221  0.24
H  -0.128  1.028  2.663  0.25
H  -1.041  -0.360  2.637  0.26

Results
lowest unoccupied orbital energy = -4.695 eV
Kohn-Sham gap = 10.2 eV
HOMO energy = -14.9037 eV
total charge = +1
SMILES string = C#CC/C=[NH+]/C

*two*
Below is an isolated ion of composition C5H8N and charge +1, with properties calculated with wB97M-V/def2-TZVPD.

Each line ends with the natural charge from an NBO analysis.
Atoms and positions in Å:
H  -1.580  -2.967  0.775  0.30
C  1.955  2.139  -1.615  -0.47
H  -1.385  -2.386  2.431  0.26
H  -1.618  -0.192  -0.428  0.28
C  -0.691  -0.108  0.050  -0.44
H  0.303  -1.149  1.756  0.23
C  0.287  0.568  -0.590  0.61
H  -2.711  -1.600  1.452  0.28
H  2.573  2.593  -0.823  0.27
C  -1.552  -1.992  1.390  -0.74
C  -0.518  -1.037  1.093  0.10
N  1.011  1.379  -1.027  -0.20
H  1.492  3.054  -2.000  0.27
H  2.433  1.699  -2.463  0.26

Results
lowest unoccupied orbital energy = -5.229 eV
Kohn-Sham gap = 9.4 eV
HOMO energy = -14.6185 eV
total charge = +1
SMILES string = C/C=C/C#[N+]C

Q: Which of them is the most stable? A: *two*.

*one*
Below is an isolated ion of composition C5H8N and charge +1, with properties calculated with wB97M-V/def2-TZVPD.

Each line ends with the natural charge from an NBO analysis.
Atoms and positions in Å:
C  1.349  -1.021  0.949  -0.06
H  -0.201  -1.861  1.999  0.20
N  0.422  -0.168  0.330  -0.43
H  -0.080  2.367  -1.801  0.24
H  1.371  0.754  -1.146  0.22
H  -2.372  2.103  -2.052  0.25
H  1.488  -2.328  2.571  0.25
H  -0.495  -0.304  0.864  0.43
C  -1.837  1.318  -1.531  -0.24
C  0.874  -1.800  1.890  -0.31
C  -0.535  1.515  -1.376  -0.29
H  2.455  -0.884  0.607  0.25
H  -2.155  0.354  -1.136  0.21
C  0.448  0.566  -0.708  0.26

Results
lowest unoccupied orbital energy = -5.388 eV
Kohn-Sham gap = 9.2 eV
HOMO energy = -14.6241 eV
total charge = +1
SMILES string = C=C/C=[NH+]/C=C

*two*
Below is a 2-piece molecular cluster, C5H8N overall, with properties calculated with wB97M-V/def2-TZVPD.

Each line ends with the natural charge from an NBO analysis.
Atoms and positions in Å:
C  -2.467  0.405  -0.409  -0.02
H  -2.768  1.406  -0.345  0.27
H  0.947  -1.290  1.194  0.24
N  0.618  0.288  0.053  -0.39
H  -0.874  -1.001  -1.393  0.26
H  0.987  -1.521  -0.570  0.21
C  -1.447  -0.554  -0.642  0.04
H  1.593  2.144  0.378  0.20
H  -2.667  -1.371  1.165  0.28
C  0.735  1.559  0.077  0.03
H  -0.195  2.096  -0.129  0.17
C  -2.317  -0.682  0.409  -0.05
H  2.263  -0.888  0.502  0.21
C  1.232  -0.909  0.267  -0.44

Results
lowest unoccupied orbital energy = -4.631 eV
Kohn-Sham gap = 9.0 eV
HOMO energy = -13.6367 eV
total charge = +1

*three*
Below is a 2-piece molecular cluster, C5H8N overall, with properties calculated with wB97M-V/def2-TZVPD.

Each line ends with the natural charge from an NBO analysis.
Atoms and positions in Å:
C  -1.477  0.389  1.600  -0.66
C  0.594  -0.074  -2.932  -0.48
H  -1.817  1.000  2.399  0.25
C  0.809  -0.178  0.310  0.29
H  0.447  -0.462  -3.936  0.31
H  -2.072  0.591  0.746  0.24
N  0.990  -0.307  1.579  -0.50
H  1.171  -1.941  -1.761  0.26
H  1.613  -0.755  2.156  0.44
C  0.949  -0.911  -2.042  0.17
C  -0.096  0.689  1.239  -0.06
H  0.332  0.999  -2.673  0.31
H  -1.632  -0.718  1.932  0.24
H  0.187  1.677  1.383  0.21

Results
lowest unoccupied orbital energy (spin up / spin down) = -5.647 / -5.648 eV
Kohn-Sham gap (spin up / spin down) = 8.9 / 8.9 eV
HOMO energy (spin up / spin down) = -14.5639 / -14.5636 eV
total charge = +1

*four*
Below is an isolated ion of composition C5H8N and charge +1, with properties calculated with wB97M-V/def2-TZVPD.

Each line ends with the natural charge from an NBO analysis.
Atoms and positions in Å:
H  1.371  -1.390  1.470  0.24
C  0.434  1.249  -2.368  -0.46
H  -2.321  1.424  0.885  0.48
H  1.541  1.060  -2.472  0.25
H  2.312  -1.151  -0.115  0.25
C  0.108  0.628  -1.164  0.11
H  -2.656  -0.264  1.061  0.47
C  0.358  -0.208  -0.069  0.03
H  -0.157  2.074  -2.757  0.25
H  0.951  -2.204  -0.244  0.26
H  -1.467  0.382  2.137  0.47
C  1.354  -1.302  0.303  -0.67
N  -1.864  0.490  1.148  -0.72
C  -0.828  0.245  0.252  0.01

Results
lowest unoccupied orbital energy = -4.305 eV
Kohn-Sham gap = 8.4 eV
HOMO energy = -12.7008 eV
total charge = +1
SMILES string = C=C1C(C)=C1[NH3+]

Q: Which of them is the most stable? A: *one*.